1.
Molecular formula: C3H6N6
Method: DFT, wB97M-V/def2-TZVPD

The geometry in XYZ format:
```
15
Properties=species:S:1:pos:R:3:forces:R:3
N 2.63202 -0.29374 -0.40110 -1.295 -3.080 2.971
N 1.44377 0.04337 0.39456 4.138 7.125 -0.779
C 0.49057 -0.75842 0.66111 -7.310 -3.628 -1.271
N -0.10502 -1.40326 -0.35296 1.824 1.328 2.316
N -1.41056 -1.47382 -0.15011 -2.182 -0.754 0.389
C -2.07332 -0.39206 0.05646 -0.179 0.491 -0.667
N -1.57892 1.02282 -0.07767 -4.507 0.182 -1.399
N -0.38938 1.77563 -0.13265 -2.287 -1.772 -0.161
C 0.80278 1.38953 0.06322 -1.113 -4.768 0.541
H 2.21943 -0.67411 -1.31672 1.059 -0.228 1.708
H 2.93616 -1.14754 0.43452 -0.442 2.641 -4.291
H -0.22812 -0.47516 1.53308 1.528 -0.561 -1.063
H -3.25801 -0.56655 0.18172 2.972 1.126 -0.232
H -2.52444 1.55404 -0.54795 4.221 -1.304 1.901
H 1.39146 2.17798 0.07009 3.572 3.201 0.036
```
Forces are in eV/Å.

Computed properties:
Max |F|   0.1609 Eh/bohr
Orbital gap   8.6304 eV
Spin multiplicity   1
Lowest unoccupied orbital energy   0.187 eV
Energy above the lowest of the compared OMol25 structures with the same formula, charge and spin   229.74 kcal per mole
HOMO level   -0.31030 hartree
Total energy   -12140.7314 eV

***

2.
Molecular formula: C3H2Cl2O2
Method: DFT, wB97M-V/def2-TZVPD

The geometry in XYZ format:
```
9
Properties=species:S:1:pos:R:3:forces:R:3
C 0.63405 -1.09008 0.00043 0.589 0.388 0.000
C 0.68130 0.42838 -0.00021 -0.019 0.090 0.000
C -0.84471 0.27723 -0.00005 -0.032 0.574 -0.001
O 1.40141 -1.98381 0.00065 -0.179 -0.192 0.000
O -0.74377 -1.12979 0.00073 -0.323 -0.567 0.000
Cl -1.67165 0.86980 1.44336 0.040 -0.068 -0.030
Cl -1.67170 0.86814 -1.44416 0.041 -0.068 0.031
H 1.10754 0.88038 0.89217 -0.058 -0.079 0.013
H 1.10752 0.87974 -0.89292 -0.058 -0.079 -0.013
```
Forces are in eV/Å.

Computed properties:
Max |F|   0.0137 Eh/bohr
Orbital gap   11.8086 eV
Spin multiplicity   1
Lowest unoccupied orbital energy   0.597 eV
Energy above the lowest of the compared OMol25 structures with the same formula, charge and spin   10.84 kcal per mole
HOMO level   -0.41201 hartree
Total energy   -32282.8703 eV

***

3.
Molecular formula: C18H58IN21O12PS
Method: DFT, wB97M-V/def2-TZVPD

The geometry in XYZ format:
```
112
Properties=species:S:1:pos:R:3:forces:R:3
C 3.69852 -3.60807 2.46392 1.023 -0.658 -0.065
C 3.22016 -2.99999 3.86522 -0.311 -0.635 -0.931
S 2.19095 -1.44484 3.63840 0.129 -0.046 -0.099
C 0.61439 -1.97859 2.77116 1.281 -0.558 -0.822
P -0.89756 -1.11350 3.46158 -0.230 0.071 0.544
I -0.58201 -0.84571 5.89588 -0.199 -0.274 -1.103
C -1.16616 0.62676 2.78622 -0.197 0.198 -0.933
C -0.14824 1.05190 1.64590 2.109 0.470 -1.273
O 1.08146 0.92222 1.68099 -2.894 -0.160 0.751
C -2.50949 -2.03599 3.24358 -0.871 -0.001 0.035
C -2.58371 -3.43187 4.01103 -1.300 -0.492 0.019
O -1.32960 -4.12799 4.12376 -0.171 0.577 0.365
C -3.59568 -4.44851 3.28379 0.349 -0.594 -0.180
N -4.78762 -3.75573 2.71601 0.492 -0.509 0.135
H 3.26779 -3.08191 1.55976 0.496 -0.414 1.138
H 3.47286 -4.73567 2.37721 0.470 2.436 0.113
H 4.84108 -3.52964 2.43093 -1.562 0.186 -0.180
H 4.16284 -2.71182 4.43388 -1.618 0.010 -0.415
H 2.56681 -3.70528 4.45658 1.101 0.605 -0.673
H 0.73195 -1.72647 1.66056 -0.478 -0.101 1.509
H 0.59239 -3.10644 2.84376 -0.571 1.253 0.129
H -2.20570 0.65194 2.31399 1.279 -0.066 0.657
H -1.13807 1.42122 3.59424 0.060 -1.170 -0.730
H -0.59578 1.56557 0.70974 0.123 -0.919 1.717
H -2.80720 -2.11789 2.14059 0.934 0.095 1.326
H -3.32199 -1.37195 3.70880 1.239 -0.680 -0.475
H -3.03812 -3.25587 5.04333 0.817 0.068 -1.262
H -0.86179 -3.88524 4.94906 -0.529 -0.040 -0.499
H -3.08294 -5.04450 2.45439 -0.073 0.858 1.175
H -3.93669 -5.23322 4.04167 0.482 1.225 -0.872
H -4.52495 -3.38322 1.79056 -0.511 -0.329 0.633
H -5.52623 -4.46205 2.57641 0.525 0.662 -0.061
C -2.97551 3.22159 0.23424 -1.027 0.579 0.163
O -2.37187 2.14536 0.26597 -0.189 -0.057 0.159
N -4.08080 3.41062 -0.51553 -0.253 -0.637 -0.120
N -2.58062 4.30351 0.94703 0.431 -0.130 0.207
H -4.58499 4.27715 -0.55571 0.223 0.072 0.028
H -4.40741 2.62583 -1.06335 0.001 0.038 -0.164
H -1.75949 4.20311 1.51844 -0.121 0.110 -0.063
H -3.06071 5.18963 0.93281 0.005 0.157 0.130
C 1.61272 -6.67867 3.31982 -0.099 -0.211 0.024
O 2.31722 -5.67194 3.29725 -1.051 -1.068 0.538
N 0.26281 -6.62584 3.45316 -0.209 0.389 0.022
N 2.12604 -7.92901 3.21291 0.505 -0.198 -0.061
H -0.32757 -7.43668 3.47336 0.086 0.006 -0.008
H -0.15823 -5.71432 3.53491 -0.141 -0.133 -0.018
H 3.12391 -8.00856 3.11241 -0.130 -0.034 0.020
H 1.57063 -8.76417 3.22859 0.006 0.067 -0.003
C -4.04585 7.82746 2.46739 -0.010 0.038 -0.002
O -3.78174 6.95736 1.64655 -0.009 -0.101 -0.039
N -5.19776 8.54122 2.42840 -0.451 0.005 -0.266
N -3.20837 8.15103 3.48402 0.451 -0.175 0.230
H -5.43362 9.25776 3.08965 0.051 -0.032 -0.036
H -5.84395 8.32945 1.68738 0.077 0.069 0.093
H -2.34287 7.64276 3.54498 -0.091 0.119 0.003
H -3.40526 8.85998 4.16589 -0.005 -0.017 -0.067
C -0.78215 3.52981 -2.90018 -0.353 -0.028 -0.225
O -1.93070 3.68377 -3.28616 0.164 0.023 0.113
N -0.47008 3.33666 -1.59066 -0.064 0.176 0.597
N 0.28253 3.53921 -3.74449 0.202 0.181 -0.376
H 0.46628 3.20831 -1.25241 -0.032 -0.008 -0.074
H -1.23635 3.32421 -0.93090 0.565 -0.190 -0.376
H 0.09124 3.67986 -4.72219 0.141 -0.031 0.098
H 1.23332 3.41402 -3.44870 0.001 -0.150 -0.229
C 2.98322 6.74356 -2.68715 0.196 0.422 -0.044
O 3.64699 7.76717 -2.74098 -0.088 -0.161 0.028
N 1.63032 6.75499 -2.55474 -0.537 0.183 0.156
N 3.54104 5.50647 -2.75582 0.449 -0.358 0.135
H 1.06449 5.92650 -2.50886 0.011 0.030 -0.109
H 1.18416 7.65442 -2.50272 0.062 -0.125 -0.031
H 4.54045 5.45929 -2.85542 -0.150 -0.024 -0.062
H 3.01646 4.65399 -2.71572 0.049 0.055 -0.164
C 3.09078 1.40521 -5.07587 -0.095 0.210 -0.128
O 3.23701 2.62195 -5.09754 -0.103 -0.019 0.265
N 3.00420 0.69626 -3.92077 -0.045 -0.041 0.602
N 3.00357 0.65862 -6.20434 0.094 -0.101 -0.527
H 2.88509 -0.30049 -3.88495 0.039 0.028 -0.098
H 3.06558 1.21139 -3.06012 0.057 -0.126 -0.105
H 3.06307 1.14619 -7.08270 -0.094 -0.038 0.109
H 2.88377 -0.34344 -6.20747 0.048 -0.093 -0.010
C 5.24233 -2.22695 -6.15280 0.163 -0.517 -0.007
O 4.04172 -2.46617 -6.27743 -0.240 0.299 0.096
N 5.72760 -0.96042 -6.11859 -0.073 0.687 0.003
N 6.17669 -3.19836 -6.03941 -0.396 0.074 -0.041
H 6.69966 -0.73482 -6.01694 -0.032 -0.133 -0.008
H 5.05724 -0.21321 -6.20125 0.154 -0.012 0.000
H 5.85287 -4.14943 -6.06063 0.098 0.117 0.003
H 7.16278 -3.02150 -5.93655 -0.123 -0.199 -0.010
C 9.80187 -4.49702 -5.76580 0.074 0.039 -0.014
O 8.70239 -3.95954 -5.71040 0.445 -0.186 0.056
N 10.95899 -3.81345 -5.58443 0.173 0.483 0.106
N 9.95433 -5.82122 -6.01350 -0.313 -0.434 -0.075
H 11.86869 -4.23414 -5.62574 -0.067 -0.002 -0.009
H 10.88542 -2.82787 -5.39842 0.046 -0.129 -0.023
H 9.11738 -6.36113 -6.15355 0.128 0.050 0.004
H 10.84420 -6.28134 -6.06324 -0.035 0.060 0.006
C -5.18731 -0.55650 6.06536 -0.215 -0.024 0.044
O -4.07846 -0.49245 5.54403 0.090 -0.021 -0.098
N -5.99280 -1.64011 5.93717 0.079 -0.470 -0.178
N -5.70074 0.45092 6.81281 0.185 0.464 0.146
H -6.90222 -1.71258 6.35473 0.052 0.040 -0.013
H -5.64573 -2.40851 5.38724 -0.129 0.092 -0.051
H -5.13126 1.27172 6.92991 -0.102 -0.090 0.003
H -6.60430 0.41952 7.24760 0.045 -0.032 -0.034
C -6.94937 1.28339 -2.52766 0.293 -0.076 0.001
O -5.76907 1.07625 -2.28265 -0.092 0.132 0.142
N -7.73780 0.36784 -3.14592 -0.093 -0.517 -0.187
N -7.57310 2.44609 -2.20346 -0.038 0.499 0.267
H -8.70709 0.51653 -3.35681 0.068 0.026 0.001
H -7.31118 -0.50600 -3.40225 -0.055 0.129 0.000
H -7.02172 3.14964 -1.74437 -0.113 -0.068 -0.094
H -8.53926 2.63456 -2.39635 0.063 -0.020 -0.020
```
Forces are in eV/Å.

Computed properties:
Max |F|   0.0582 Eh/bohr
Orbital gap   7.3530 eV
Spin multiplicity   1
Lowest unoccupied orbital energy   -3.179 eV
Charge   +1
HOMO level   -0.38703 hartree
Total energy   -103697.4010 eV

***

4.
Molecular formula: C8H7N4O3
Method: DFT, wB97M-V/def2-TZVPD

The geometry in XYZ format:
```
22
Properties=species:S:1:pos:R:3:forces:R:3
O -3.43633 1.19329 0.82341 1.163 -0.218 -1.672
C -2.45028 1.53882 0.08378 -1.101 -1.154 1.810
O -1.88937 2.62470 0.09293 0.857 0.787 -0.857
C -1.80768 0.30177 -0.69243 -2.303 -0.884 -0.275
N -1.19796 -0.63747 -0.08481 -0.715 1.205 -0.323
C -0.63068 -0.34316 1.18556 -1.448 -2.121 1.939
C 0.78160 -1.06000 1.09845 -0.916 1.707 3.146
N 0.78814 -2.06457 0.13656 -0.226 -4.175 -0.628
C 0.76456 -1.58746 -1.15950 2.220 0.557 0.628
O 0.56963 -2.20596 -2.16646 -0.700 -0.771 -1.028
C 1.38952 -0.26481 -0.96094 0.532 -1.143 1.852
N 1.71584 0.84807 -1.59148 -0.797 -0.543 2.792
N 1.74298 1.86147 -0.74575 0.845 2.079 1.192
C 1.57668 1.36708 0.49519 0.668 -0.912 -2.700
C 1.45354 -0.00017 0.40321 0.690 0.221 -2.285
H -2.18454 -0.06926 -1.70866 0.438 1.123 1.015
H -1.16367 -0.75883 2.09125 -0.135 -0.369 -1.234
H -0.66915 0.69468 1.45080 0.784 0.775 -0.140
H 1.09966 -1.24558 2.16318 0.077 -0.531 -1.321
H 0.41792 -3.03586 0.22011 0.140 1.571 0.350
H 1.64978 0.97160 -2.52237 -0.165 0.965 -3.511
H 1.47982 1.87167 1.38799 0.091 1.832 1.248
```
Forces are in eV/Å.

Computed properties:
Max |F|   0.0822 Eh/bohr
Orbital gap   7.9805 eV
Spin multiplicity   1
Lowest unoccupied orbital energy   3.353 eV
Charge   -1
Energy above the lowest of the compared OMol25 structures with the same formula, charge and spin   13.10 kcal per mole
HOMO level   -0.17005 hartree
Total energy   -20511.3336 eV